C5H10NO | ωB97M-V/def2-TZVPD

Geometry as XYZ:
```
17
C5H10NO | the Open Molecules 2025 dataset | ωB97M-V/def2-TZVPD
C -0.92188 1.22845 -1.98754
O -2.02946 1.99346 -1.80639
C -0.18736 1.14425 -0.43928
C 0.76798 -0.16327 -0.31025
C 0.11053 -1.44867 0.32266
C 0.49506 -0.93334 2.53865
N -0.32782 -1.10385 1.62260
H -0.93325 0.14122 -2.26720
H -0.03542 1.58001 -2.58509
H -1.15983 0.91139 0.09658
H 0.09162 2.33838 -0.14155
H 1.68373 -0.02340 0.41060
H 0.85372 -0.29543 -1.37024
H 0.89999 -2.29182 0.21151
H -0.66635 -1.87901 -0.31950
H 1.40352 -0.39311 2.47108
H -0.04477 -0.80523 3.55335
```

⟨S²⟩: 0.757
2S+1: 2
Relative energy (zero: lowest compared OMol25 entry of this formula, charge and spin) in kcal/mol: 79.8


C3H7NO2S | ωB97M-V/def2-TZVPD

Geometry as XYZ:
```
14
C3H7NO2S | the Open Molecules 2025 dataset | ωB97M-V/def2-TZVPD
C 2.41821 0.91114 0.27943
O 1.33612 0.27555 -0.56267
C 0.32428 -0.16696 0.13949
O 0.12039 -1.53219 0.30775
C -0.74166 -0.94263 -0.55491
N -2.14237 -0.90330 -0.23900
S -2.85228 0.53816 0.35235
H 3.02588 1.40612 -0.41388
H 3.01154 0.26338 0.77299
H 1.79409 1.60416 0.90016
H -0.04589 0.44658 0.92116
H -0.52801 -1.19660 -1.60230
H -2.48545 -1.61149 0.45420
H -3.23487 0.90809 -0.75476
```

2S+1: 1
Relative energy (zero: lowest compared OMol25 entry of this formula, charge and spin) in kcal/mol: 91.3


C9H21BClF4O2P2Sm | ωB97M-V/def2-TZVPD

Geometry as XYZ:
```
41
C9H21BClF4O2P2Sm | the Open Molecules 2025 dataset | ωB97M-V/def2-TZVPD
C 0.22044 0.04092 -3.37727
C 0.98520 0.30342 -2.09968
H 0.94646 -0.15359 -4.19872
H -0.42781 0.88837 -3.65373
H -0.45510 -0.82702 -3.31640
O 2.17551 0.47835 -2.10291
Cl -3.02341 0.04317 -1.23702
Sm -0.78010 -0.04293 -0.01164
P -0.07501 2.73293 -0.02805
C 1.33372 3.61483 0.71488
C -0.60035 3.70589 -1.49595
H -0.78337 4.76985 -1.27960
H -1.60584 4.25410 1.10465
H -1.52156 3.25286 -1.89215
H -2.35604 2.63894 0.92962
H 2.24538 3.38328 0.14972
H 0.17704 3.60179 -2.26521
C -1.42084 3.17207 1.16135
H 1.20911 4.70948 0.75701
H -1.09882 2.88880 2.16839
H 1.47519 3.23205 1.73263
P 0.10564 -2.75139 -0.23244
C 1.52312 -3.55862 0.58596
C -1.28002 -3.31370 0.85575
H -1.19583 -3.36058 -2.16020
H -0.27589 -4.80008 -1.60985
H 0.53948 -3.46017 -2.49757
C -0.23499 -3.71017 -1.75828
H -2.21388 -2.75059 0.68861
H -1.47391 -4.37259 0.64348
H 1.46064 -4.65865 0.58271
H 1.57150 -3.20218 1.62392
H -0.98265 -3.17755 1.89963
H 2.46064 -3.24933 0.09915
C 1.64660 -0.02202 0.76935
O 2.73195 -0.04184 1.15946
F -0.86248 -0.16567 2.17168
B -0.14833 -0.04437 3.64993
F -1.22600 0.11192 4.47541
F 0.54941 -1.22817 3.76905
F 0.68518 1.06821 3.52432
```

⟨S²⟩: 9.248
E_tot in eV: -74307.792
2S+1: 6
Total charge: +2


C6H12BO5P | ωB97M-V/def2-TZVPD

Geometry as XYZ:
```
25
C6H12BO5P | the Open Molecules 2025 dataset | ωB97M-V/def2-TZVPD
C 3.13896 -0.66422 0.60832
O 1.86639 -0.14697 0.98628
B 1.14386 0.50628 0.04970
O 1.75879 0.99335 -1.07570
C -0.41703 0.70737 0.32249
P -1.53606 -0.69344 -0.17936
C -1.46350 -2.04269 1.07169
C -0.91467 -1.31476 -1.79314
C -0.87601 1.91402 -0.56568
O -2.08059 2.26506 0.12502
C -1.60094 2.34088 1.39743
O -1.82600 3.19818 2.21836
O -0.74311 1.28242 1.58522
H 3.80479 0.09714 0.23104
H 3.58632 -1.11474 1.47822
H 3.02347 -1.42864 -0.14971
H 1.26445 0.84006 -1.87859
H -1.33060 -2.98957 0.57088
H -0.71556 -1.90140 1.83884
H -2.42509 -2.05537 1.55433
H -1.62109 -2.03268 -2.17495
H 0.08549 -1.73849 -1.80840
H -0.92619 -0.47511 -2.47389
H -0.17907 2.70923 -0.32453
H -1.01701 1.74409 -1.61387
```

2S+1: 1
Relative energy (zero: lowest compared OMol25 entry of this formula, charge and spin) in kcal/mol: 0.0


C4H4N2O3 | ωB97M-V/def2-TZVPD

Geometry as XYZ:
```
13
C4H4N2O3 | the Open Molecules 2025 dataset | ωB97M-V/def2-TZVPD
C 0.47021 -0.61103 1.31889
C -1.27778 1.69281 -0.86317
C -1.15766 0.52849 -1.76573
C -0.01342 -0.13910 -1.12155
H 0.92102 -1.41552 -0.17632
H -0.80704 1.93960 1.19634
H -2.39412 2.15264 -0.95168
H -1.60734 0.22507 -2.74682
N 0.16647 0.28651 0.17058
N -0.36239 1.52773 0.20158
O 1.02039 -1.78714 0.84600
O 0.41859 -0.09490 2.36803
O 0.70239 -1.17153 -1.38119
```

2S+1: 1
Relative energy (zero: lowest compared OMol25 entry of this formula, charge and spin) in kcal/mol: 85.1


C13H37N6O7P2V | ωB97M-V/def2-TZVPD

Geometry as XYZ:
```
66
C13H37N6O7P2V | the Open Molecules 2025 dataset | ωB97M-V/def2-TZVPD
O 0.37234 -1.06263 4.12317
V 0.37196 0.37053 3.51063
O 0.65863 1.53582 4.62669
O 2.04749 0.76580 0.00789
C 1.76791 1.42832 1.09310
O 1.90211 2.59296 1.19032
O 1.34938 0.58059 1.97955
H 2.17416 1.40123 -0.72868
O 3.30447 -4.26809 -4.04514
P 2.96389 -3.05705 -3.25882
N 3.29085 -1.72236 -4.08848
C 4.38380 -1.83062 -5.11783
C 2.34680 -0.68810 -4.25213
N 3.77153 -3.06367 -1.77432
C 3.54246 -4.32708 -1.07330
C 4.96326 -2.37735 -1.43714
N 1.37004 -3.10400 -2.79732
C 0.72524 -2.38330 -1.74452
C 0.44707 -3.73060 -3.74784
H 4.71234 -2.86325 -5.08415
H 5.19002 -1.12133 -4.81700
H 3.92523 -1.57079 -6.10460
H 1.63078 -0.87917 -5.02676
H 2.78371 0.28926 -4.32960
H 1.81989 -0.60047 -3.30169
H 3.66298 -4.15896 -0.02756
H 2.51913 -4.64848 -1.30283
H 4.22578 -5.06771 -1.44787
H 5.82585 -3.00314 -1.62291
H 5.10736 -1.46121 -2.00047
H 4.84897 -2.18423 -0.35452
H 0.27005 -3.10005 -1.10962
H 1.51416 -1.83292 -1.20109
H 0.02103 -1.61330 -2.07482
H 0.99351 -4.47270 -4.37261
H -0.03802 -3.02369 -4.40747
H -0.33625 -4.15999 -3.10649
O -1.38738 1.03264 3.09043
P -2.57995 1.83590 2.60012
N -3.71760 2.22927 3.75415
C -3.69982 1.46360 5.00254
C -4.02960 3.66260 3.94521
N -3.48459 1.08850 1.43170
C -2.87332 0.44187 0.26237
C -4.86917 0.80907 1.49203
N -1.98750 3.30114 1.94896
C -2.65349 4.02732 0.87673
C -1.00412 4.10335 2.65486
H -4.67042 0.97460 5.12726
H -3.38026 2.12436 5.78889
H -2.96137 0.68485 4.86100
H -4.09898 4.22693 2.99138
H -3.36684 4.24967 4.59036
H -5.05613 3.82120 4.27468
H -3.14142 -0.62109 0.12650
H -3.13565 1.00037 -0.63555
H -1.78253 0.40656 0.44512
H -5.06952 -0.24577 1.71266
H -5.41231 1.37156 2.20099
H -5.36727 0.94466 0.53404
H -1.92469 4.26455 0.11548
H -3.35828 3.29463 0.43011
H -3.24197 4.89133 1.16726
H -1.43941 4.83211 3.36861
H -0.45264 4.73254 1.90536
H -0.28365 3.46341 3.16295
```

E_tot in eV: -81623.891
2S+1: 1


Q: What is the 2S+1 in the first record?
A: 2


Q: 2S+1 of number 6 (C13H37N6O7P2V)?
A: 1


Q: Number 4 is which compound?
A: C6H12BO5P